# 1
Below is a molecular structure, C19H18CeIN3O4, with properties calculated with ωB97M-V/def2-TZVPD.

```
46
Properties=species:S:1:pos:R:3:forces:R:3:mulliken_charge:R:1
C -2.835220 1.078587 2.161257 -0.453 0.310 1.983 -0.85
C -1.613271 2.178591 2.394974 -0.850 0.260 2.782 -0.57
H -3.496250 1.225665 1.251455 0.268 0.258 0.693 0.21
H -3.562804 1.202406 2.969900 0.265 0.008 -0.018 0.56
H -2.459120 0.023342 2.220432 -0.115 0.780 -0.047 0.32
H -1.683229 3.109150 1.752432 -0.122 -0.433 0.699 0.45
H -1.629540 2.559174 3.426499 -0.305 -0.164 -0.269 0.59
H -0.601059 1.672968 2.349011 -0.773 0.339 0.183 0.05
C -1.290662 0.787945 -3.119621 0.573 0.574 0.151 -0.05
C -0.953932 0.974424 -4.460253 -0.007 -0.059 0.394 -0.80
C 0.158182 1.771381 -4.761164 -0.255 -0.103 0.188 -0.45
C 0.888868 2.359479 -3.724815 -0.123 -0.001 0.868 -0.83
H -2.152781 0.188507 -2.804989 0.344 0.208 -0.236 0.49
H -1.576244 0.502098 -5.224300 0.379 0.224 0.173 0.41
H 0.434106 1.934050 -5.805089 -0.017 0.021 0.380 0.45
H 1.733099 3.017847 -3.905896 -0.177 -0.211 -0.306 0.40
N -0.576669 1.366079 -2.125479 0.008 0.176 0.639 0.10
C 0.513330 2.139064 -2.383981 -0.801 -0.400 -1.092 0.81
C 1.259491 2.675153 -1.210515 0.582 0.367 1.035 0.72
N 0.666608 2.610621 0.029584 0.142 -0.476 -0.284 0.08
C 1.400815 2.868612 1.139039 0.338 0.159 -0.691 0.29
C 3.318280 3.447903 -0.170031 -0.243 0.020 -0.064 -0.49
C 2.728683 3.277565 1.077759 -0.504 -0.168 0.273 -0.93
H 0.919250 2.715361 2.108159 0.326 0.265 -0.407 0.27
H 3.252795 3.439217 2.018505 0.026 0.048 -0.368 0.44
C 2.579389 3.150796 -1.315327 -0.801 -0.354 -0.151 -0.83
H 2.990135 3.233958 -2.317703 0.239 0.014 0.374 0.33
H 4.346384 3.792727 -0.239442 -0.169 -0.074 -0.090 0.46
Ce -1.476780 1.399399 0.293409 2.406 -2.844 -7.230 0.60
I -3.727366 2.974302 -0.890171 0.974 -0.610 0.644 -0.06
O 0.628664 -0.243859 1.178814 -2.208 -0.620 -0.851 -0.67
C -0.151650 -1.165368 0.774426 0.724 -0.187 0.284 1.09
O -1.312372 -0.862768 0.207169 0.356 1.807 0.326 -0.66
C 0.089852 -2.637001 0.913556 0.083 0.282 0.053 0.28
C -0.983532 -3.494123 0.617426 0.243 -0.051 -0.084 -0.37
C -0.865445 -4.861962 0.823988 0.342 -0.255 0.252 -0.60
C 0.329549 -5.372270 1.361097 -0.365 2.328 -0.181 -0.05
C 1.432290 -4.527129 1.591752 -0.438 -0.511 0.011 -0.47
C 1.313221 -3.159266 1.371106 -0.272 -0.057 -0.187 -0.42
N 0.353678 -6.714438 1.861561 0.309 -3.902 1.185 0.91
O -0.682659 -7.406963 1.786114 1.739 1.763 -0.128 -0.54
O 1.407052 -7.141710 2.382417 -1.840 1.302 -1.136 -0.54
H -1.917183 -3.078769 0.238759 0.304 -0.222 0.126 0.42
H -1.699159 -5.526392 0.615553 0.203 0.063 0.151 0.48
H 2.339184 -4.975367 1.986948 -0.125 0.177 -0.053 0.49
H 2.164019 -2.508985 1.555674 -0.210 -0.052 0.026 0.45
```
Positions in Å, forces in eV/Å.

The calculation puts the LUMO energy at -9.371 eV. The energy comes out at -53667.172 eV. Its energy above the lowest of the compared OMol25 structures with the same formula, charge and spin is 11.8 kcal/mol. The calculation puts the HOMO energy at -14.8 eV. The total charge is +2.

---

# 2
Below is 2 unconnected molecules or ions with the total composition C10H14IPS, with properties calculated with ωB97M-V/def2-TZVPD.

```
27
Properties=species:S:1:pos:R:3:forces:R:3:mulliken_charge:R:1
C 2.984631 1.214799 2.953443 0.072 0.053 -0.056 -0.45
C 1.932149 0.668557 3.670682 -0.086 -0.055 0.133 -0.59
C 2.843980 1.477536 1.601107 0.251 0.064 0.065 -0.50
C 0.742762 0.370272 3.034784 0.075 0.044 0.001 -0.32
C 1.658105 1.176803 0.956520 -0.175 -0.076 -0.018 -0.49
C 0.608796 0.614274 1.672499 -0.307 -0.063 -0.084 0.59
C -1.996755 -2.049577 -2.563950 0.098 -0.025 0.049 -1.21
C -1.514822 0.401065 -2.961586 0.104 -0.015 -0.006 -1.21
C 0.311890 -1.182788 -2.422116 0.107 -0.088 -0.080 -1.01
C -0.973317 -0.958425 -2.648718 -0.159 -0.004 0.010 1.06
P -0.921153 0.233297 0.742368 0.063 0.194 -0.087 0.08
S -2.241266 1.214349 2.065706 0.147 0.050 0.211 -0.27
I -1.165056 -2.139736 1.336918 -0.037 -0.186 0.035 -0.06
H 3.917576 1.437714 3.448667 0.080 0.030 0.055 0.37
H 2.032628 0.465618 4.727163 0.058 0.017 0.067 0.37
H 3.666809 1.912574 1.051902 0.027 0.018 -0.058 0.38
H -0.078503 -0.055834 3.595181 -0.030 -0.077 0.006 0.36
H 1.539180 1.374726 -0.099818 0.023 0.003 -0.088 0.35
H -2.625900 -2.055348 -3.453271 -0.074 -0.025 -0.074 0.36
H -1.525246 -3.023332 -2.457234 -0.017 -0.076 0.023 0.32
H -2.648054 -1.892442 -1.701307 -0.065 0.020 0.016 0.25
H -2.201974 0.717144 -2.174052 -0.045 0.059 0.015 0.26
H -2.074767 0.383867 -3.896679 -0.060 0.022 -0.066 0.40
H -0.717134 1.135292 -3.046330 0.013 0.091 0.022 0.30
H 1.051787 -0.402812 -2.483877 0.101 0.259 -0.004 0.27
H -3.284117 1.131073 1.240386 -0.191 -0.015 -0.148 0.15
H 0.677773 -2.168668 -2.188388 0.030 -0.220 0.060 0.26
```
Positions in Å, forces in eV/Å.

The calculation puts the LUMO energy at 0.028 eV. The energy comes out at -38822.279 eV. Its energy above the lowest of the compared OMol25 structures with the same formula, charge and spin is 0.0 kcal/mol. The structure (SMILES) is SP(I)c1ccccc1.C=C(C)C. The calculation puts the HOMO energy at -8.8 eV.

---

# 3
Below is a molecular structure, C50H41BrIN6O2SSiTa, with properties calculated with ωB97M-V/def2-TZVPD.

```
104
Properties=species:S:1:pos:R:3:forces:R:3:mulliken_charge:R:1
Ta 0.057738 -0.499464 -1.560064 1.332 -0.112 -1.198 1.26
N -1.719362 1.958336 -4.494664 0.083 0.170 -0.028 -0.45
C -1.437062 1.456936 -3.257564 -0.749 -0.677 -0.005 0.48
S -2.344862 0.072636 -2.726364 0.372 -0.659 0.622 -0.41
N -0.497162 2.005236 -2.565264 0.894 0.673 -0.639 -1.03
N -0.258562 1.440336 -1.324264 0.011 -0.925 0.017 1.60
C -0.483962 2.308836 -0.282064 -0.407 0.090 1.487 -0.23
C -0.651462 3.749536 -0.579564 0.047 0.018 -0.075 0.03
C 0.370438 4.458936 -1.198964 0.039 0.081 0.128 -0.06
C 0.208238 5.801736 -1.485664 0.154 0.048 -0.044 -0.85
C -0.975262 6.446136 -1.163864 -0.084 0.089 0.040 -0.55
C -2.002762 5.740136 -0.561064 -0.032 0.171 -0.006 -0.98
C -1.842162 4.396936 -0.274764 0.148 -0.162 0.059 0.22
C -0.598062 1.813536 0.967036 0.093 0.726 -0.963 -1.65
C -0.691062 2.630636 2.219336 0.059 0.368 -0.210 -0.88
C -1.773062 1.404536 3.584336 -0.300 -0.049 0.224 -0.28
C -2.277162 0.264836 2.773236 0.052 0.162 -0.103 -2.15
C -1.709762 -0.143164 1.645736 -0.799 -0.528 0.164 -0.61
N -0.470162 0.390736 1.146236 0.565 -0.413 -1.075 1.80
H -2.643262 1.764836 -4.844664 0.090 -0.032 -0.012 0.26
H -1.342662 2.873136 -4.693164 -0.026 0.023 0.042 0.24
H 1.291838 3.951536 -1.443264 0.096 -0.068 -0.116 0.50
H 1.005538 6.353636 -1.964464 0.059 0.000 -0.002 0.44
H -1.091762 7.500336 -1.373464 -0.024 0.036 -0.050 0.40
H -2.930662 6.236436 -0.315664 -0.062 0.030 0.021 0.44
H -2.638962 3.834036 0.182736 -0.161 -0.082 0.055 0.48
H -0.173762 3.585336 2.110036 0.040 -0.066 0.025 0.69
H -2.113162 1.350836 4.618736 0.046 -0.032 -0.011 0.67
H -3.215962 -0.166664 3.085136 -0.126 -0.192 -0.064 0.44
H -2.141562 -0.932364 1.051036 -0.028 -0.057 -0.019 0.65
C -0.970062 -2.093864 -0.609464 0.086 0.395 -0.167 -0.83
C -1.498762 -3.105164 -0.198564 0.140 0.370 -0.154 0.32
C -2.142462 -4.247464 0.339336 -0.182 -0.267 0.134 0.13
C -3.155562 -4.081664 1.284436 0.035 -0.004 -0.055 -0.07
C -3.813562 -5.182964 1.794436 -0.082 -0.005 0.090 -0.68
C -3.464162 -6.458464 1.379036 -0.014 -0.045 0.029 -0.42
C -2.447362 -6.629564 0.451836 -0.001 -0.096 0.000 -0.62
C -1.785662 -5.532664 -0.067364 0.023 0.042 -0.023 -0.44
H -3.417462 -3.083864 1.601936 -0.054 0.092 0.035 0.49
H -4.607962 -5.042664 2.513236 -0.036 -0.020 0.066 0.41
H -3.984562 -7.316564 1.779636 -0.021 -0.058 0.008 0.41
H -2.174362 -7.622864 0.125236 0.023 -0.055 -0.005 0.40
H -0.993662 -5.652764 -0.791364 0.042 -0.019 -0.072 0.50
C 1.915938 -1.303964 -0.451464 -1.109 0.196 -0.401 -1.67
H 1.709938 -2.152764 0.195236 -0.155 -0.130 0.073 0.33
H 2.438638 -0.570264 0.151836 0.005 0.298 -0.017 0.31
H 2.616438 -1.648564 -1.211464 -0.051 -0.036 -0.266 0.61
C 5.024438 1.766136 1.717536 0.062 -0.027 0.001 -0.48
C 3.959338 2.423436 1.122836 0.014 0.121 0.064 -0.86
C 2.666038 1.979236 1.334136 -0.045 0.020 0.054 -0.08
C 2.418038 0.873436 2.146136 -0.548 -0.238 0.141 0.68
C 3.500038 0.232536 2.745036 -0.171 -0.069 0.000 -0.81
C 4.794738 0.665836 2.527336 0.122 0.045 0.049 -0.83
Si 0.668338 0.276236 2.526736 0.118 0.355 0.582 0.56
C -0.259662 1.703436 3.391136 0.502 -0.753 0.012 2.24
C 0.327038 2.416036 4.550636 0.115 0.150 0.127 -1.19
C -0.190562 3.507036 5.128136 0.561 -0.337 0.188 -0.65
C -1.402962 4.205636 4.762136 -0.548 0.258 -0.240 -0.71
C -2.245862 3.890036 3.771736 0.093 0.142 0.172 -1.55
C -2.101062 2.733836 2.851736 -0.293 -0.022 -0.167 0.37
C 0.591738 -1.387164 3.396736 0.259 0.455 -0.346 0.46
C 0.991138 -1.451264 4.728536 0.024 0.164 -0.120 -0.31
C 0.994738 -2.650564 5.413236 -0.006 -0.101 0.195 -0.79
C 0.592038 -3.811864 4.776636 -0.002 0.022 0.058 -0.73
C 0.193338 -3.765164 3.451636 -0.053 -0.127 -0.069 -0.79
C 0.197938 -2.563264 2.766536 0.068 0.050 -0.054 0.13
H 6.032238 2.111236 1.550636 0.149 0.052 -0.040 0.44
H 4.134838 3.287336 0.496436 0.034 0.045 -0.064 0.51
H 1.840638 2.481136 0.852136 -0.024 0.141 -0.064 0.29
H 3.314338 -0.622564 3.377036 0.079 -0.177 0.080 0.41
H 5.621738 0.149936 2.994636 0.057 -0.018 0.009 0.42
H 1.249638 2.008836 4.947136 0.105 0.122 0.134 0.26
H 0.348038 3.929636 5.965236 0.080 0.003 0.099 0.42
H -1.643462 5.070636 5.369036 -0.013 0.033 -0.026 0.41
H -3.118862 4.508336 3.618536 -0.072 0.139 0.045 0.44
H -2.935062 2.674036 2.151136 0.012 0.014 0.039 1.15
H 1.312838 -0.550864 5.228036 0.053 0.176 0.211 0.37
H 1.306638 -2.677364 6.445936 0.041 -0.020 0.126 0.44
H 0.589438 -4.745364 5.317736 -0.004 -0.131 0.031 0.39
H -0.123562 -4.666064 2.945436 -0.030 -0.077 -0.042 0.52
H -0.100362 -2.538964 1.730836 -0.078 -0.027 -0.132 -0.02
I 6.246038 2.474536 -2.989464 -0.452 -0.187 -0.004 0.07
C 4.331138 1.660336 -3.133264 0.516 0.262 -0.155 -1.06
C 3.605238 1.453936 -4.288364 0.154 0.092 0.275 -0.20
N 2.438438 0.922336 -3.900964 0.054 0.062 -0.295 0.01
N 2.374138 0.767336 -2.582864 -1.042 -0.706 0.367 0.24
C 3.515838 1.211436 -2.089464 0.051 -0.006 -0.163 -0.41
H 3.853438 1.646636 -5.312064 -0.032 0.020 -0.203 0.47
H 1.647138 0.591436 -4.448264 0.082 0.021 0.087 0.14
H 3.718538 1.188836 -1.037664 -0.009 -0.063 0.161 0.57
Br -0.236962 -6.560764 -6.381764 -0.032 0.152 -0.002 -0.20
C -0.596562 -4.692964 -6.306964 0.070 -0.204 -0.047 -0.09
C -1.343362 -4.105264 -7.314664 0.031 -0.089 0.004 -0.36
C -1.620462 -2.750364 -7.251764 0.012 0.022 0.013 -0.71
C -1.137962 -1.987364 -6.203364 0.127 0.054 0.160 -0.41
C -0.368362 -2.589064 -5.212964 0.003 0.021 0.043 0.27
C -0.105762 -3.953764 -5.250364 -0.025 0.027 -0.003 -0.32
C 0.140238 -1.793364 -4.056664 0.045 -0.355 -0.853 1.00
O 0.475638 -2.385264 -3.008764 -0.158 0.609 1.281 -0.82
O 0.201338 -0.542364 -4.139564 -0.036 0.564 0.839 -0.79
H -1.704462 -4.701264 -8.137064 -0.057 -0.086 -0.068 0.41
H -2.216362 -2.293764 -8.027264 -0.060 0.043 -0.058 0.41
H -1.367462 -0.934364 -6.128164 0.063 0.077 0.018 0.43
H 0.467238 -4.412764 -4.458064 0.007 -0.005 0.012 0.56
```
Positions in Å, forces in eV/Å.

The calculation puts the LUMO energy at -0.440 eV. The energy comes out at -163956.914 eV. Its energy above the lowest of the compared OMol25 structures with the same formula, charge and spin is 103.0 kcal/mol. The calculation puts the HOMO energy at -7.5 eV.

---

Number 1: HOMO-LUMO gap 5.46 eV. Number 2: HOMO-LUMO gap 8.80 eV. Number 3: HOMO-LUMO gap 7.08 eV.